(1)
2 unconnected molecules or ions with the total composition C5H6N at a distorted geometry. Source: the OMol25 dataset; level of theory: ωB97M-V/def2-TZVPD.

Each line ends with the Mulliken charge.
Cartesian coordinates (Å):
C -2.12 1.37 0.55  -0.356
C -1.13 0.62 0.71  0.224
C 0.71 -1.13 1.23  -0.109
C 1.23 0.04 1.25  -0.139
C 0.37 -0.37 -1.91  -0.481
N 0.00 -0.02 0.49  -0.236
H -2.83 2.19 0.84  0.344
H 0.50 -2.11 1.51  0.423
H 2.03 0.69 1.27  0.375
H 0.41 -1.43 -1.68  0.313
H -0.49 0.11 -2.24  0.323
H 1.31 0.05 -2.02  0.319

Computed properties:
E_HOMO (spin up / spin down) in eV: -13.983 / -13.657
Total energy in eV: -6756.40990
ΔE to the lowest compared entry with this formula, charge and spin in kcal/mol: 202.2
HOMO-LUMO gap (spin up / spin down) in eV: 8.3 / 6.9
E_LUMO (spin up / spin down) in eV: -5.7 / -6.8
Net charge: +1

=====

(2)
A gas-phase ion, C5H6N (charge +1) at a distorted geometry. Source: the OMol25 dataset; level of theory: ωB97M-V/def2-TZVPD.

Each line ends with the Mulliken charge.
Cartesian coordinates (Å):
C -0.28 0.43 1.23  -0.130
C 0.57 -0.50 1.37  -0.313
N 0.94 -0.74 -0.23  -0.097
C 0.10 0.03 -0.90  0.097
C -0.66 0.97 -0.09  -0.274
C 0.59 -1.19 -1.61  -0.160
H -0.68 1.05 2.08  0.329
H 0.59 -0.89 2.47  0.358
H -1.71 1.12 -0.22  0.360
H -0.15 1.92 -0.18  0.273
H -0.27 -1.84 -1.82  0.282
H 1.36 -1.09 -2.41  0.276

Computed properties:
E_HOMO in eV: -15.581
Total energy in eV: -6759.85155
ΔE to the lowest compared entry with this formula, charge and spin in kcal/mol: 122.8
HOMO-LUMO gap in eV: 10.2
E_LUMO in eV: -5.4
Net charge: +1

=====

(3)
A molecular structure, C5H6N at a distorted geometry. Source: the OMol25 dataset; level of theory: ωB97M-V/def2-TZVPD.

Each line ends with the Mulliken charge.
Cartesian coordinates (Å):
C -0.18 0.37 1.78  0.632
C -0.35 0.31 3.08  -0.164
C 0.29 1.20 0.73  -0.746
C -0.27 -0.77 0.75  -0.844
C -0.28 0.28 -0.34  0.133
N 0.52 0.13 -1.57  -0.288
H 0.42 -1.55 0.90  0.441
H -1.25 -1.02 0.81  0.304
H -1.27 0.58 -0.44  0.332
H 0.05 0.73 -2.23  0.371
H 0.80 -0.87 -1.81  0.390
H 1.50 0.59 -1.66  0.438

Computed properties:
E_HOMO (spin up / spin down) in eV: -13.184 / -13.281
Total energy in eV: -6755.86520
ΔE to the lowest compared entry with this formula, charge and spin in kcal/mol: 214.7
HOMO-LUMO gap (spin up / spin down) in eV: 7.5 / 7.6
E_LUMO (spin up / spin down) in eV: -5.6 / -5.7
Net charge: +1

=====

(4)
A gas-phase ion, C5H6N (charge +1) at a distorted geometry. Source: the OMol25 dataset; level of theory: ωB97M-V/def2-TZVPD.

Each line ends with the Mulliken spin population.
Cartesian coordinates (Å):
C -1.08 3.14 -0.53  0.214
C -1.15 3.96 -1.48  1.081
C -0.25 2.44 0.22  0.375
C 0.05 1.07 0.40  -0.093
C -0.52 0.09 -0.33  0.362
N 0.06 -1.26 -0.38  0.000
H 0.39 3.20 0.83  0.031
H 0.84 0.85 1.03  0.002
H -1.18 0.25 -1.07  0.010
H 0.58 -1.33 0.47  0.001
H 0.68 -1.42 -1.12  0.011
H -0.57 -2.07 -0.24  0.007

Computed properties:
E_HOMO (spin up / spin down) in eV: -12.251 / -14.057
Total energy in eV: -6757.46033
⟨S²⟩: 2.0513
ΔE to the lowest compared entry with this formula, charge and spin in kcal/mol: 79.7
HOMO-LUMO gap (spin up / spin down) in eV: 8.4 / 7.3
Spin multiplicity: 3
E_LUMO (spin up / spin down) in eV: -3.9 / -6.8
Net charge: +1